Entry 1:
Computed, not measured: a single C3H4N2O molecule at a distorted geometry, with ωB97M-V with the def2-TZVPD basis set.

Structure (XYZ):
```
10
Properties=species:S:1:pos:R:3
C 0.045 1.098 -0.143
C -1.250 0.458 -0.018
C -1.027 -0.939 -0.121
H 2.341 -0.963 0.297
H 0.393 2.162 -0.021
H -2.075 1.141 0.205
H -1.805 -1.720 0.102
N 0.863 -0.011 -0.163
N 0.288 -1.189 -0.106
O 2.225 -0.036 -0.031
```

The calculation puts the HOMO-LUMO gap at 10.21 eV. Its structure (SMILES) is On1cccn1.

***

Entry 2:
Computed, not measured: a single C3H4N2O molecule at a distorted geometry, with ωB97M-V with the def2-TZVPD basis set.

Structure (XYZ):
```
10
Properties=species:S:1:pos:R:3
O -0.035 -1.410 -0.002
C -0.870 0.168 -1.222
N -1.375 0.813 0.029
C -0.418 0.746 0.874
C 0.654 -0.059 0.211
N 0.523 0.416 -1.134
H -0.835 -1.571 0.529
H -0.409 1.163 1.880
H 1.667 -0.155 0.621
H 1.099 -0.112 -1.786
```

The calculation puts the HOMO-LUMO gap at 8.73 eV.

***

Values for relative energy (zero: lowest compared OMol25 entry of this formula, charge and spin), kcal per mole, ordered as above
74.95; 121.22